[1]
Formula: C13H18N5O4S2Ti
Source: the Open Molecules 2025 dataset
Level of theory: the ωB97M-V functional and the def2-TZVPD basis

```
43
Properties=species:S:1:pos:R:3:forces:R:3:mulliken_charge:R:1
Ti 0.14288 0.13861 -0.02688 0.21 0.23 0.47 -0.505
N -0.26824 0.79106 -2.15080 0.14 0.10 -0.09 -0.320
C -1.62596 0.47109 -2.59897 -0.06 -0.07 -0.03 -0.387
C -2.24726 -0.62380 -1.74077 -0.09 -0.04 -0.15 0.235
O -3.28309 -1.18313 -2.13652 0.02 0.05 0.03 -0.817
N -1.58404 -0.84695 -0.61508 0.17 0.06 0.00 0.573
C -2.04870 -1.91076 0.24584 -0.01 -0.15 -0.08 -0.597
C -1.00803 -2.19241 1.33189 -0.12 -0.16 0.03 0.425
O -1.21122 -3.09696 2.14459 -0.03 0.06 -0.05 -0.802
O 0.03066 -1.45066 1.27514 0.08 0.05 0.00 -0.541
H -0.03128 1.76455 -2.29626 -0.13 -0.09 0.00 0.049
H 0.41458 0.21041 -2.63148 0.01 -0.04 0.00 0.369
H -1.65368 0.14406 -3.64172 -0.01 0.01 0.01 0.445
H -2.25571 1.35141 -2.48460 0.01 0.02 -0.02 0.100
H -2.19469 -2.83472 -0.32453 -0.06 0.01 0.02 0.354
H -3.01306 -1.67996 0.71055 0.03 0.03 0.05 0.296
O 1.96282 0.92985 0.00277 -0.21 -0.09 -0.20 -0.330
N 2.94229 0.74433 -0.92438 -0.02 -0.02 0.03 0.431
C 4.04600 1.59078 -0.81886 0.00 -0.01 -0.05 -0.695
C 5.13090 1.38671 -1.62814 0.00 0.02 0.02 -0.410
C 5.17171 0.29973 -2.50662 0.04 0.01 -0.02 -0.351
C 4.08648 -0.63030 -2.46493 -0.01 -0.06 -0.02 -0.686
C 2.99411 -0.43503 -1.65441 -0.01 0.07 0.04 0.253
S 1.64354 -1.50777 -1.46798 0.10 -0.10 -0.06 -0.522
H 3.93708 2.38813 -0.10192 0.00 0.01 0.00 0.414
H 5.96012 2.08236 -1.55861 -0.01 0.00 0.00 0.321
H 6.03191 0.12299 -3.13898 0.00 0.00 0.00 0.320
H 4.09887 -1.53003 -3.06521 0.00 0.00 0.00 0.364
S -0.64800 1.35318 1.86529 0.06 0.00 0.04 -0.419
C -0.57827 2.14657 0.30268 -0.14 0.06 0.06 0.158
N -1.85726 2.53998 -0.29887 0.02 0.01 -0.10 -0.063
C -1.97471 3.95871 -0.59218 0.00 -0.06 0.01 -0.770
C -0.90504 4.25610 -1.64090 -0.10 -0.06 0.05 -0.673
C 0.48072 3.90885 -1.06231 0.07 -0.01 0.00 -0.608
N 0.33021 3.29228 0.24860 0.07 -0.07 0.01 -0.396
H -2.60330 2.17513 0.27617 -0.04 0.06 0.01 0.371
H -1.83832 4.60255 0.28898 0.00 0.04 -0.01 0.389
H -2.96897 4.15116 -1.00613 -0.01 -0.02 0.00 0.403
H -0.93756 5.29492 -1.98129 -0.03 0.00 0.03 0.406
H -1.14430 3.61485 -2.49684 0.09 0.13 -0.02 0.174
H 1.06430 4.82339 -0.91978 0.00 0.01 -0.02 0.565
H 1.06405 3.29298 -1.76642 -0.02 -0.01 -0.02 0.129
H 1.22843 2.93638 0.55534 0.00 0.03 0.02 0.346
```
Positions in Å, forces in eV/Å.

Output
ΔE to the lowest compared entry with this formula, charge and spin: 39.2 kcal per mole
2S+1: 2
Total charge: -2
Frontier orbital gap (alpha / beta): 4.07 / 5.79 eV

=====

[2]
Formula: C9H17AuIN3S2Si
Source: the Open Molecules 2025 dataset
Level of theory: the ωB97M-V functional and the def2-TZVPD basis

```
34
Properties=species:S:1:pos:R:3:forces:R:3:mulliken_charge:R:1
Au -0.10707 -0.87324 -0.35394 0.03 0.65 -0.64 0.587
C -4.28110 -0.80508 -0.78670 0.00 -0.45 -0.46 -0.782
N -3.99022 -0.03327 0.38819 0.47 0.26 0.64 0.344
C -4.61593 1.11976 0.78380 -0.16 0.67 0.42 -0.024
C -4.03476 1.53497 1.93434 -0.51 0.23 -0.23 -0.635
N -3.05834 0.62570 2.23733 -0.08 -0.11 -0.38 0.153
C -3.02244 -0.33262 1.28373 0.24 -0.52 0.22 -0.467
S -1.99998 -1.66420 1.27171 -0.02 -0.38 -0.05 -0.402
H -5.05993 -0.30236 -1.35394 -0.01 0.02 0.03 0.289
H -4.61336 -1.80668 -0.50897 0.04 0.08 -0.01 0.308
H -3.38566 -0.90360 -1.40389 -0.05 -0.02 0.07 0.278
H -5.42096 1.55762 0.23009 -0.12 0.04 -0.12 0.421
H -4.24798 2.37602 2.55999 -0.07 0.17 0.05 0.428
H -2.45894 0.62864 3.04693 0.08 -0.11 -0.13 0.231
C 0.76135 3.26085 0.13624 -0.25 -0.36 -0.57 -0.922
Si 0.11601 2.45615 -1.46678 0.67 0.34 -0.04 0.189
C 1.51771 1.88263 -2.61569 -0.54 0.20 0.48 -0.971
C -1.01720 3.69789 -2.38707 0.31 -0.64 0.41 -1.114
C -1.05258 1.04286 -0.98469 0.63 -0.45 0.26 -0.308
H 1.43498 4.08690 -0.07094 0.11 0.14 -0.14 0.343
H 1.30411 2.54632 0.74805 0.11 -0.14 0.03 0.237
H -0.05538 3.65386 0.73677 -0.20 0.05 0.04 0.300
H 2.08659 2.73054 -2.98498 0.05 0.26 -0.01 0.323
H 1.13213 1.35282 -3.48145 -0.15 -0.14 -0.10 0.332
H 2.21348 1.22217 -2.10661 0.02 -0.15 0.15 0.319
H -0.45037 4.56696 -2.69946 0.22 0.19 -0.04 0.325
H -1.82751 4.04323 -1.75276 -0.16 0.05 0.15 0.340
H -1.45140 3.25000 -3.27457 -0.07 -0.12 -0.19 0.339
H -1.68488 0.72300 -1.80731 0.08 -0.37 -0.13 0.546
H -1.69234 1.33455 -0.15800 0.03 -0.16 0.33 -0.046
I 0.70143 -2.22264 -2.47150 -0.31 0.28 0.10 -0.446
S 1.49756 -0.13470 1.42928 -0.69 1.39 -0.04 -0.351
C 2.32237 -1.55731 1.49671 -0.12 -0.20 -0.17 0.285
N 2.90147 -2.55071 1.56746 0.40 -0.68 0.05 -0.448
```
Positions in Å, forces in eV/Å.

Output
ΔE to the lowest compared entry with this formula, charge and spin: 7.3 kcal per mole
Frontier orbital gap (alpha / beta): 5.01 / 5.33 eV

=====

[3]
Formula: C4H7NO3
Source: the Open Molecules 2025 dataset
Level of theory: the ωB97M-V functional and the def2-TZVPD basis

```
15
Properties=species:S:1:pos:R:3:forces:R:3:mulliken_charge:R:1
O -2.02464 1.03336 4.09117 0.25 -0.68 -0.53 -0.461
C -1.81012 0.24293 3.20165 -0.67 0.46 0.31 -0.059
C -0.99715 0.62666 1.99425 0.58 0.68 0.12 -0.274
O -0.76747 -0.49085 1.17711 -0.05 -0.51 -0.13 -0.267
C -0.07734 -0.14984 0.01020 0.65 0.89 -0.76 -0.287
C 0.39847 -1.35804 -0.69602 -0.65 -5.92 0.34 0.443
N 0.56090 -2.52206 -0.93249 -0.64 5.21 0.63 -0.617
H -2.27236 -0.76768 3.17060 0.22 0.12 0.14 0.342
H -1.53183 1.43911 1.46712 0.03 -0.28 0.05 0.292
H -0.04084 1.05913 2.34624 -0.25 -0.10 -0.07 0.311
H -0.71031 0.45004 -0.66878 0.13 -0.22 0.12 0.322
H 0.81897 0.46374 0.22282 -0.23 -0.16 0.06 0.312
O 2.68986 -0.96524 -1.84893 0.93 -4.83 -0.05 -0.818
H 2.56343 -0.00429 -1.83642 -1.18 -1.15 -0.17 0.304
H 2.26069 -2.12144 -1.81099 0.89 6.48 -0.07 0.458
```
Positions in Å, forces in eV/Å.

Output
ΔE to the lowest compared entry with this formula, charge and spin: 130.0 kcal per mole
Frontier orbital gap: 10.75 eV

=====

[4]
Formula: C6H7O3P
Source: the Open Molecules 2025 dataset
Level of theory: the ωB97M-V functional and the def2-TZVPD basis

```
17
Properties=species:S:1:pos:R:3:forces:R:3:mulliken_charge:R:1
C -0.12558 1.67436 0.97077 0.60 3.51 1.51 -0.525
C 0.69332 0.73638 1.52630 0.30 -1.67 1.36 -0.257
C -1.25967 1.29412 0.25129 -0.85 -1.79 -1.89 0.391
C 0.29823 -0.55152 1.24207 0.78 -1.51 -0.80 0.408
C -0.29171 -0.97285 -1.65206 -0.35 -0.96 1.14 -0.559
C 0.85871 -0.24936 -2.20062 1.88 0.76 0.52 -0.744
O -2.02053 -1.59476 0.31261 -0.73 -0.67 -0.43 -0.536
O -2.15213 1.87063 -0.33012 0.13 0.53 0.58 -0.549
O 0.89276 -1.73324 1.58917 -0.95 1.18 -0.32 -0.445
P -0.88027 -0.56911 -0.09745 0.02 -0.37 -0.95 0.591
H 0.11466 2.68975 1.31397 -0.58 -0.05 -0.80 0.376
H 1.44432 1.00840 2.28754 -0.15 -0.23 -0.74 0.363
H 1.74370 -0.71766 -2.77345 -1.51 0.02 1.23 0.288
H 0.39163 0.32925 -2.93460 -0.61 1.23 -1.76 0.316
H 1.23286 0.54425 -1.50299 0.47 -0.65 -0.43 0.186
H -2.25207 -2.24256 -0.41045 0.58 1.06 0.71 0.360
H 1.31178 -1.51608 2.40803 0.97 -0.38 1.06 0.335
```
Positions in Å, forces in eV/Å.

Output
ΔE to the lowest compared entry with this formula, charge and spin: 0.0 kcal per mole
2S+1: 3
Frontier orbital gap (alpha / beta): 7.37 / 6.00 eV